{"formula": "C35H34IN4O3PS2V", "method": "wB97M-V/def2-TZVPD", "symbols": ["V", "I", "C", "C", "C", "C", "C", "C", "C", "C", "C", "C", "H", "H", "H", "H", "H", "H", "C", "O", "C", "O", "N", "N", "H", "H", "H", "H", "H", "H", "C", "N", "N", "C", "O", "C", "C", "C", "C", "C", "C", "C", "C", "C", "H", "H", "H", "H", "H", "H", "H", "H", "H", "H", "H", "H", "S", "P", "S", "C", "C", "C", "C", "C", "C", "C", "C", "C", "C", "C", "C", "H", "H", "H", "H", "H", "H", "H", "H", "H", "H"], "coordinates": [[0.724, -0.135, 0.565], [-2.290, 1.247, 2.184], [-2.253, -0.549, 3.273], [-3.146, -0.670, 4.296], [-3.207, -1.880, 5.021], [-2.391, -2.915, 4.686], [-1.459, -2.802, 3.623], [-0.627, -3.898, 3.287], [0.273, -3.794, 2.272], [0.374, -2.577, 1.559], [-0.398, -1.464, 1.826], [-1.353, -1.584, 2.882], [-3.808, 0.148, 4.543], [-3.914, -1.978, 5.835], [-2.443, -3.851, 5.231], [-0.725, -4.817, 3.853], [0.903, -4.636, 2.010], [1.101, -2.540, 0.742], [5.960, 0.456, 1.650], [4.683, 0.044, 2.137], [3.605, 0.163, 1.377], [2.513, -0.130, 1.845], [3.759, 0.651, 0.121], [2.602, 0.710, -0.661], [6.645, 0.347, 2.484], [5.937, 1.500, 1.334], [6.299, -0.185, 0.834], [4.654, 0.652, -0.338], [2.609, 0.027, -1.421], [2.479, 1.646, -1.029], [0.225, 6.066, -0.916], [0.386, 4.713, -1.447], [0.434, 3.715, -0.470], [-0.248, 2.587, -0.936], [-0.250, 1.510, -0.348], [-0.855, 2.983, -2.171], [-0.473, 4.257, -2.421], [-0.876, 5.146, -3.546], [1.539, 3.682, 0.424], [1.383, 3.096, 1.672], [2.456, 3.041, 2.548], [3.682, 3.596, 2.202], [3.828, 4.194, 0.955], [2.765, 4.229, 0.064], [1.027, 6.276, -0.213], [-0.735, 6.183, -0.408], [0.294, 6.771, -1.740], [-1.442, 2.331, -2.795], [-1.393, 4.558, -4.300], [-0.010, 5.623, -4.002], [-1.553, 5.929, -3.197], [0.422, 2.688, 1.962], [2.328, 2.568, 3.513], [4.510, 3.573, 2.898], [4.774, 4.640, 0.672], [2.884, 4.689, -0.910], [-0.493, -1.756, -4.849], [-0.717, -2.061, -2.933], [0.719, -1.249, -1.755], [-2.340, -1.475, -2.331], [-3.425, -1.525, -3.206], [-4.687, -1.145, -2.768], [-4.869, -0.712, -1.459], [-3.790, -0.657, -0.591], [-2.525, -1.037, -1.025], [-0.788, -3.842, -2.513], [-0.931, -4.232, -1.184], [-1.020, -5.577, -0.862], [-0.960, -6.539, -1.865], [-0.821, -6.151, -3.189], [-0.740, -4.800, -3.515], [-3.267, -1.846, -4.228], [-5.528, -1.184, -3.449], [-5.853, -0.414, -1.119], [-3.927, -0.315, 0.428], [-1.692, -0.989, -0.344], [-0.979, -3.481, -0.404], [-1.140, -5.877, 0.172], [-1.028, -7.590, -1.612], [-0.777, -6.900, -3.970], [-0.633, -4.478, -4.543]], "atomic_forces_ev_per_a": [[-0.128, -0.148, -0.568], [0.093, 0.106, 0.315], [0.152, 0.053, -0.254], [-0.006, -0.112, 0.054], [-0.068, 0.094, 0.022], [0.065, -0.064, -0.036], [-0.075, 0.201, -0.037], [-0.036, -0.030, 0.052], [0.100, 0.013, -0.082], [-0.113, -0.012, 0.285], [0.230, 0.230, -0.119], [-0.052, -0.238, 0.121], [-0.009, -0.006, 0.016], [-0.001, 0.016, -0.008], [0.010, -0.002, -0.014], [-0.008, 0.008, 0.001], [-0.006, 0.023, -0.013], [0.034, -0.112, 0.014], [0.056, 0.037, -0.058], [0.116, -0.050, 0.058], [-0.291, 0.069, 0.153], [0.119, 0.127, 0.137], [0.094, -0.036, -0.096], [-0.110, -0.075, 0.078], [-0.020, -0.011, 0.024], [-0.016, 0.009, 0.006], [-0.027, -0.021, -0.005], [0.014, 0.041, 0.049], [0.040, 0.068, -0.051], [0.037, 0.004, -0.005], [-0.006, -0.029, -0.004], [0.065, 0.173, 0.115], [0.060, -0.095, -0.065], [0.108, 0.255, 0.261], [0.103, -0.129, 0.146], [0.002, -0.076, -0.086], [-0.117, -0.032, -0.155], [0.011, -0.030, 0.059], [0.004, -0.001, 0.042], [-0.223, -0.122, 0.103], [0.153, 0.027, 0.044], [-0.093, 0.021, -0.154], [0.004, -0.057, 0.132], [0.070, 0.089, -0.229], [0.012, -0.016, -0.021], [-0.023, -0.014, -0.001], [0.005, -0.002, -0.014], [-0.011, -0.008, 0.013], [-0.009, 0.017, -0.009], [0.009, -0.005, 0.001], [-0.011, 0.000, -0.015], [0.016, 0.003, -0.017], [-0.031, -0.007, -0.006], [0.000, -0.003, 0.014], [-0.005, 0.003, -0.008], [-0.016, -0.023, 0.020], [0.018, 0.020, -0.139], [-0.270, -0.140, 0.061], [0.222, 0.023, 0.127], [0.049, 0.015, -0.099], [-0.113, 0.078, 0.122], [0.093, -0.009, -0.013], [0.004, -0.028, -0.078], [-0.011, -0.056, 0.021], [-0.335, 0.034, -0.100], [-0.018, 0.086, -0.111], [-0.061, -0.051, -0.036], [0.002, -0.006, 0.003], [0.004, 0.057, -0.021], [0.005, 0.080, 0.034], [0.040, -0.111, 0.028], [0.004, -0.006, 0.001], [0.005, -0.004, -0.007], [-0.005, -0.006, -0.003], [-0.016, -0.079, -0.144], [0.106, -0.017, 0.123], [0.005, -0.026, 0.019], [0.011, 0.030, 0.009], [-0.003, -0.003, 0.006], [0.001, 0.011, -0.015], [-0.003, -0.009, 0.006]], "mulliken_spin": [2.955, 0.008, -0.021, 0.008, -0.007, 0.007, -0.022, 0.033, -0.018, -0.043, 0.082, -0.077, 0.001, 0.000, 0.000, 0.002, -0.002, -0.007, 0.000, 0.000, 0.008, 0.035, -0.023, 0.039, 0.000, 0.000, 0.000, 0.000, -0.009, 0.008, 0.001, 0.007, 0.009, 0.029, -0.009, -0.001, 0.005, -0.001, 0.001, 0.086, -0.011, -0.002, 0.002, 0.002, 0.000, 0.000, 0.000, 0.000, 0.000, 0.000, 0.000, -0.030, -0.004, 0.000, 0.000, 0.000, 0.005, 0.015, -0.002, 0.006, 0.001, 0.000, 0.001, 0.007, -0.033, 0.007, -0.013, -0.001, 0.001, 0.000, 0.000, 0.000, 0.000, 0.000, 0.003, -0.047, 0.010, 0.001, 0.000, 0.000, 0.000], "s2": 3.762, "spin_multiplicity": 4, "total_charge": 0, "e_tot_ha": -4178.3407, "gap_ha": [0.241, 0.259], "de_lowest_kj_mol": 95.6, "homo_ev": [-6.72, -7.24]}